# C40H31O7S3TeW

A structure of composition C40H31O7S3TeW (wB97M-V/def2-TZVPD, the Open Molecules 2025 dataset).

2S+1 = 3
⟨S²⟩ = 2.113
LUMO level (spin up / spin down) = -4.38 / -3.45 eV
HOMO energy (spin up / spin down) = -10.64 / -10.85 eV
Relative energy (zero: lowest compared OMol25 entry of this formula, charge and spin) = 34.6 kJ/mol
Gap between HOMO and LUMO (spin up / spin down) = 6.26 / 7.40 eV
Net charge = +1

Cartesian coordinates (Å):
W 2.496 1.834 -0.033
O 3.170 2.075 3.894
C 2.941 2.257 2.741
O 3.340 1.472 1.742
C 2.095 3.471 2.245
O 1.651 4.319 2.943
O 1.900 3.431 0.904
C -1.718 -3.625 5.157
C -1.316 -2.409 4.375
C -1.829 -1.151 4.686
C -1.478 -0.037 3.945
C -0.627 -0.191 2.861
C -0.085 -1.422 2.541
C -0.432 -2.523 3.304
S -0.255 1.292 1.966
O 0.774 0.883 0.902
C -1.766 1.608 1.096
C -2.249 2.918 1.312
C -3.388 3.326 0.684
C -4.072 2.461 -0.194
C -5.255 2.878 -0.856
C -5.900 2.041 -1.714
C -5.395 0.744 -1.962
C -4.262 0.310 -1.342
C -3.569 1.155 -0.431
C -2.389 0.723 0.240
C -1.900 -0.666 -0.035
C -2.561 -1.773 0.579
C -3.572 -1.594 1.554
C -4.159 -2.674 2.148
C -3.777 -3.985 1.791
C -2.809 -4.186 0.850
C -2.173 -3.087 0.225
C -1.149 -3.283 -0.737
C -0.519 -2.222 -1.309
C -0.899 -0.910 -0.945
S -0.131 0.536 -1.647
O -0.486 0.728 -3.078
C 1.606 -0.034 -1.714
C 2.326 -0.669 -0.683
C 3.627 -1.114 -0.939
C 4.214 -0.988 -2.191
C 5.614 -1.471 -2.418
C 3.474 -0.380 -3.203
C 2.200 0.099 -2.973
H -2.211 -3.357 6.090
H -0.854 -4.247 5.391
H -2.411 -4.234 4.571
H -2.504 -1.040 5.525
H -1.870 0.940 4.208
H 0.565 -1.534 1.682
H -0.015 -3.492 3.057
H -1.710 3.580 1.980
H -3.777 4.324 0.849
H -5.633 3.875 -0.666
H -6.802 2.367 -2.215
H -5.913 0.094 -2.655
H -3.880 -0.681 -1.546
H -3.871 -0.591 1.832
H -4.925 -2.527 2.899
H -4.262 -4.831 2.261
H -2.515 -5.189 0.565
H -0.876 -4.295 -1.010
H 0.261 -2.371 -2.045
H 1.854 -0.929 0.252
H 4.169 -1.595 -0.133
H 5.730 -2.506 -2.096
H 6.315 -0.869 -1.834
H 5.895 -1.397 -3.467
H 3.908 -0.270 -4.190
H 1.625 0.538 -3.777
O 1.506 2.984 -1.690
H 1.171 3.829 -1.346
H 0.907 2.685 -2.397
Te 4.978 2.297 -0.759
C 5.073 2.385 -2.839
C 6.106 1.871 -3.576
C 5.937 2.057 -4.973
C 4.783 2.717 -5.271
S 3.909 3.123 -3.861
H 6.966 1.385 -3.135
H 6.647 1.728 -5.717
H 4.416 3.007 -6.243

Cartesian forces (eV/Å) of the 2 atoms listed first:
-0.1 0.2 0.1
0.0 0.0 0.1